{
  "formula": "CH11N2Pt",
  "method": "ωB97M-V with the def2-TZVPD basis set",
  "symbols": ["C", "Pt", "N", "H", "H", "H", "H", "H", "H", "H", "H", "N", "H", "H", "H"],
  "positions_angstrom": [[0.9927, 0.8034, 2.1269], [-0.6485, -0.3239, 0.1389], [0.1971, 1.0719, -1.2183], [-1.0844, -1.3701, 1.3042], [1.1980, -0.0538, 1.5469], [0.8707, 0.3768, 3.1597], [-0.0480, 1.1157, 1.7543], [1.6832, 1.6317, 1.8503], [-0.5177, 1.4289, -1.8508], [0.9546, 0.6656, -1.7640], [0.6141, 1.9151, -0.7981], [-0.9970, -1.6257, -1.3724], [-0.1527, -1.8316, -1.9012], [-1.7328, -1.2784, -2.0000], [-1.3293, -2.5257, -0.9765]],
  "relative_energy_kcal_mol": 8.5,
  "multiplicity": 5,
  "e_tot_ev": -7426.660,
  "total_charge": 1,
  "s_squared": 6.00
}

---

{
  "formula": "CH11N3O3",
  "method": "ωB97M-V with the def2-TZVPD basis set",
  "symbols": ["N", "C", "N", "N", "H", "H", "H", "H", "H", "O", "H", "H", "O", "H", "H", "O", "H", "H"],
  "positions_angstrom": [[0.7844, 0.7394, -0.0788], [-0.3592, 1.1960, -0.4164], [-1.4260, 1.4192, 0.4899], [-0.6581, 1.5067, -1.7001], [1.0671, 0.7473, 0.8909], [-2.1865, 0.7792, 0.2587], [-1.1084, 1.1553, 1.4087], [0.0041, 1.1997, -2.3891], [-1.6225, 1.6912, -1.8713], [-1.1193, -0.7527, 2.6103], [-0.8128, -1.5488, 2.1567], [-1.8352, -1.0212, 3.1907], [2.1289, -0.4547, -2.2525], [3.0051, -0.8093, -2.0626], [1.9328, 0.1147, -1.4810], [0.6696, -2.0758, 0.7933], [0.8621, -2.6900, 0.0816], [0.6738, -1.1958, 0.3709]],
  "relative_energy_kcal_mol": 6.0,
  "smiles": "N=C(N)N.O.O.O",
  "e_tot_ev": -11829.096
}

---

Copy entry 1 word for word.
{
  "formula": "CH11N2Pt",
  "method": "ωB97M-V with the def2-TZVPD basis set",
  "symbols": ["C", "Pt", "N", "H", "H", "H", "H", "H", "H", "H", "H", "N", "H", "H", "H"],
  "positions_angstrom": [[0.9927, 0.8034, 2.1269], [-0.6485, -0.3239, 0.1389], [0.1971, 1.0719, -1.2183], [-1.0844, -1.3701, 1.3042], [1.1980, -0.0538, 1.5469], [0.8707, 0.3768, 3.1597], [-0.0480, 1.1157, 1.7543], [1.6832, 1.6317, 1.8503], [-0.5177, 1.4289, -1.8508], [0.9546, 0.6656, -1.7640], [0.6141, 1.9151, -0.7981], [-0.9970, -1.6257, -1.3724], [-0.1527, -1.8316, -1.9012], [-1.7328, -1.2784, -2.0000], [-1.3293, -2.5257, -0.9765]],
  "relative_energy_kcal_mol": 8.5,
  "multiplicity": 5,
  "e_tot_ev": -7426.660,
  "total_charge": 1,
  "s_squared": 6.00
}